Below is a structure of composition C22H16Cl2N5O2S3Ti, with properties calculated with ωB97M-V/def2-TZVPD.

The calculation puts the HOMO energy (alpha / beta) at -2.53 / -4.74 eV. As for the multiplicity: 3. As for the total charge: -1. For the LUMO energy (alpha / beta), the calculation gives 0.0794 / 0.0763 Ha. The calculation puts the HOMO-LUMO gap (alpha / beta) at 0.1723 / 0.2504 Eh. The calculation puts the relative energy (zero: lowest compared OMol25 entry of this formula, charge and spin) at 0.0 kJ/mol.

```
51
C22H16Cl2N5O2S3Ti | the Open Molecules 2025 dataset | ωB97M-V/def2-TZVPD
Ti -1.07107 0.18696 0.31628
C 0.62292 -4.09234 -0.08318
C 0.32611 -2.63952 0.12207
N -0.81914 -2.09122 -0.11071
N -1.79325 -2.91427 -0.57630
C -2.97515 -2.34226 -0.64742
N -3.97994 -3.16660 -1.08546
S -3.40070 -0.73342 -0.24749
C 1.40186 -1.74776 0.57325
C 2.66330 -2.22800 0.91280
C 3.64896 -1.32927 1.28007
C 3.35386 0.02193 1.29184
C 2.07182 0.42360 0.95850
N 1.11530 -0.43874 0.61750
H -0.24260 -4.58462 -0.51094
H 0.87023 -4.57152 0.86790
H 1.47982 -4.21688 -0.74989
H -3.67829 -3.99858 -1.56651
H -4.79899 -2.70551 -1.44044
H 2.86822 -3.28804 0.88817
H 4.63503 -1.68712 1.54818
H 4.09302 0.76280 1.56182
H 1.77808 1.46424 0.96463
S -2.69195 2.40216 -0.82750
C -1.64221 1.79275 -1.97537
N -0.80839 0.77697 -1.76818
C -0.04711 0.46192 -2.87624
C 0.91115 -0.54787 -2.94897
C 1.59641 -0.74566 -4.13488
C 1.34098 0.04948 -5.25170
C 0.39312 1.05837 -5.19104
C -0.29683 1.25983 -4.00419
S -1.52019 2.43613 -3.61711
H 1.09914 -1.15934 -2.07691
H 2.34135 -1.52948 -4.19614
H 1.88794 -0.11997 -6.17053
H 0.19480 1.68267 -6.05349
Cl -1.06424 4.81973 5.96510
C -0.83566 3.89967 4.48982
C -0.20472 4.51883 3.41764
C -0.03931 3.76686 2.25100
Cl 0.76915 4.51121 0.89699
C -0.47541 2.45823 2.11892
O -0.30359 1.80065 0.99206
C -1.10125 1.82915 3.25476
C -1.50084 0.48066 3.23059
O -1.34630 -0.34773 2.23835
C -1.27402 2.60118 4.43604
H 0.13816 5.53998 3.47622
H -1.94006 0.07204 4.14386
H -1.74954 2.14773 5.29624
```